Record 1
This record from the Open Molecules 2025 dataset describes a molecular structure, C40H42N5O6P2Ta. The level of theory is ωB97M-V with the def2-TZVPD basis set.

ORCA input file:
```
! wB97M-V def2-TZVPD RIJCOSX def2/J DEFGRID3
* xyz 2 1
Ta 0.022 -0.813 -0.006
C -3.068 -0.939 3.199
C -4.244 -0.957 2.446
C -4.167 -1.147 1.087
C -2.923 -1.324 0.473
N -1.776 -1.170 1.197
C -1.872 -1.024 2.542
N -2.970 -1.758 -0.841
C -2.007 -2.429 -1.361
N -0.719 -2.488 -0.838
C -0.043 -3.592 -1.361
N 1.045 -4.057 -0.901
C 1.553 -3.636 0.329
C 2.533 -4.477 0.855
C 3.009 -4.287 2.132
C 2.480 -3.246 2.887
C 1.554 -2.421 2.301
N 1.100 -2.563 1.037
C -0.867 -4.097 -2.474
C -0.635 -5.116 -3.375
C -1.632 -5.374 -4.312
C -2.825 -4.654 -4.318
C -3.068 -3.647 -3.387
C -2.063 -3.375 -2.482
H -3.087 -0.834 4.274
H -5.207 -0.850 2.928
H -5.044 -1.224 0.462
H -0.941 -0.965 3.086
H 2.866 -5.293 0.232
H 3.762 -4.947 2.541
H 2.789 -3.059 3.906
H 1.161 -1.588 2.860
H 0.284 -5.686 -3.355
H -1.481 -6.154 -5.046
H -3.580 -4.886 -5.058
H -3.997 -3.094 -3.380
O 3.920 0.441 0.227
C 2.753 0.604 0.341
O 1.835 -0.254 -0.223
C 2.043 1.723 1.064
P 0.650 1.022 2.020
C 1.352 0.651 3.645
C 0.501 0.618 4.752
C 1.002 0.296 6.004
C 2.353 0.017 6.158
C 3.206 0.064 5.063
C 2.710 0.376 3.806
C -0.500 2.381 2.312
C 0.023 3.542 2.891
C -0.797 4.635 3.112
C -2.144 4.568 2.779
C -2.671 3.412 2.223
C -1.851 2.318 1.984
H 1.590 2.356 0.296
H 2.738 2.305 1.664
H -0.546 0.879 4.639
H 0.343 0.282 6.862
H 2.747 -0.220 7.137
H 4.263 -0.131 5.189
H 3.394 0.408 2.965
H 1.068 3.589 3.176
H -0.389 5.535 3.552
H -2.785 5.421 2.957
H -3.721 3.364 1.966
H -2.270 1.436 1.522
C 1.372 0.831 -4.235
C 0.820 -0.439 -3.620
C 1.932 -1.412 -3.295
C -0.271 -1.035 -4.484
O 0.171 -0.099 -2.276
P -0.629 1.290 -1.959
O -1.794 1.549 -2.786
O -0.916 0.823 -0.455
O 0.469 2.388 -1.821
C 0.235 3.877 -1.989
C 1.556 4.489 -1.571
C -0.075 4.177 -3.441
C -0.896 4.273 -1.058
H 1.838 0.554 -5.181
H 2.123 1.299 -3.603
H 0.581 1.547 -4.458
H 2.405 -1.718 -4.228
H 1.557 -2.314 -2.813
H 2.690 -0.954 -2.661
H 0.137 -1.237 -5.474
H -1.104 -0.340 -4.587
H -0.637 -1.974 -4.072
H 2.378 4.070 -2.151
H 1.755 4.340 -0.509
H 1.524 5.562 -1.755
H 0.762 3.901 -4.082
H -0.231 5.252 -3.542
H -0.976 3.668 -3.775
H -0.665 4.009 -0.023
H -1.833 3.799 -1.351
H -1.037 5.353 -1.108
*
```

Calculated values
Energy above the lowest of the compared OMol25 structures with the same formula, charge and spin   0.288 eV
Orbital gap   0.2711 Eh
E_HOMO   -14.02 eV

Atom charges from the Mulliken analysis, given in e for atoms 1 to 2: number 1, Ta, carries 1.44; number 2, C, carries -0.90

---

Record 2
This record from the Open Molecules 2025 dataset describes C4H8S3 in the gas phase in a non-equilibrium geometry. The level of theory is ωB97M-V with the def2-TZVPD basis set.

ORCA input file:
```
! wB97M-V def2-TZVPD RIJCOSX def2/J DEFGRID3
* xyz 0 1
C -0.878 -0.743 -1.757
C -0.035 -0.418 -0.632
S 1.517 -1.189 -0.621
C -0.230 0.526 0.483
C -0.095 -0.167 1.826
S 1.351 1.715 0.185
S -1.604 1.743 0.366
H -0.423 -1.378 -2.499
H -1.908 -0.470 -1.653
H 1.305 -1.740 -1.861
H 0.937 -0.530 2.000
H -0.779 -1.030 2.015
H -0.262 0.459 2.713
H 2.504 0.952 0.391
H -1.400 2.271 -0.954
*
```

Calculated values
Energy above the lowest of the compared OMol25 structures with the same formula, charge and spin   2.067 eV
Orbital gap   0.3254 Eh
E_HOMO   -8.42 eV

Atom charges from the Mulliken analysis, given in e for atoms 1 to 2: number 1, C, carries -0.91; number 2, C, carries 0.58

---

Record 3
This record from the Open Molecules 2025 dataset describes 2 unconnected molecules or ions with the total composition C9H7BrClF3O in a non-equilibrium geometry. The level of theory is ωB97M-V with the def2-TZVPD basis set.

ORCA input file:
```
! wB97M-V def2-TZVPD RIJCOSX def2/J DEFGRID3
* xyz 0 3
C 3.135 0.181 -1.143
C 2.438 -1.000 -1.350
C 2.853 1.095 -0.195
C 1.472 -1.230 -0.424
C 1.836 0.877 0.722
C 1.119 -0.329 0.602
C -0.138 -0.553 1.271
C -2.537 0.057 -0.482
C -3.375 0.974 0.284
O -0.662 -1.760 1.275
F -2.744 2.180 0.448
F -3.590 0.390 1.489
F -4.718 1.235 -0.153
Cl -2.440 0.824 -2.168
Br -3.154 -1.727 -0.590
H 3.877 0.354 -1.793
H 2.800 -1.746 -1.965
H 3.452 1.997 -0.089
H 0.903 -2.193 -0.485
H 1.616 1.738 1.445
H -0.509 0.330 1.800
H -1.635 -1.696 1.500
*
```

Calculated values
<S²>   2.0340
Orbital gap (spin up / spin down)   0.2390 / 0.2411 Eh
E_HOMO (spin up / spin down)   -6.46 / -9.31 eV

Atom charges from the Mulliken analysis, given in e for atoms 1 to 2: number 1, C, carries -0.42; number 2, C, carries -0.85

---

Record 4
This record from the Open Molecules 2025 dataset describes C3H9BrSSi in the gas phase in a non-equilibrium geometry. The level of theory is ωB97M-V with the def2-TZVPD basis set.

ORCA input file:
```
! wB97M-V def2-TZVPD RIJCOSX def2/J DEFGRID3
* xyz 0 1
C 0.094 1.387 -1.282
Si 0.048 -0.015 -0.085
C -0.788 -1.592 -0.602
C -0.471 0.475 1.592
S 2.649 -0.021 -0.130
Br 2.762 -1.531 1.387
H 0.482 2.207 -0.743
H 0.711 1.059 -2.174
H -0.879 1.629 -1.679
H -0.185 -2.459 -0.167
H -1.882 -1.448 -0.267
H -0.827 -1.689 -1.702
H -1.421 0.883 1.631
H -0.414 -0.222 2.337
H 0.120 1.335 1.885
*
```

Calculated values
Energy above the lowest of the compared OMol25 structures with the same formula, charge and spin   1.944 eV
Orbital gap   0.3227 Eh
E_HOMO   -8.29 eV

Atom charges from the Mulliken analysis, given in e for atoms 1 to 2: number 1, C, carries -1.07; number 2, Si, carries 0.48

---

Record 5
This record from the Open Molecules 2025 dataset describes CH3IOS2 in the gas phase in a non-equilibrium geometry. The level of theory is ωB97M-V with the def2-TZVPD basis set.

ORCA input file:
```
! wB97M-V def2-TZVPD RIJCOSX def2/J DEFGRID3
* xyz 0 3
C 0.968 0.850 0.027
O -1.017 -2.310 -0.810
S -1.265 -1.509 0.384
S 0.515 -0.283 1.443
I -2.335 0.474 -0.278
H 2.020 0.871 0.190
H 0.741 0.246 -0.842
H 0.373 1.661 -0.114
*
```

Calculated values
Energy above the lowest of the compared OMol25 structures with the same formula, charge and spin   1.325 eV
<S²>   2.0087
Orbital gap (spin up / spin down)   0.2448 / 0.2189 Eh
E_HOMO (spin up / spin down)   -6.92 / -9.09 eV

Atom charges from the Mulliken analysis, given in e for atoms 1 to 2: number 1, C, carries -0.90; number 2, O, carries -0.44

---

Record 6
This record from the Open Molecules 2025 dataset describes a molecular structure, C2H4Cl2F6Mg2N3O12S6 in a non-equilibrium geometry. The level of theory is ωB97M-V with the def2-TZVPD basis set.

ORCA input file:
```
! wB97M-V def2-TZVPD RIJCOSX def2/J DEFGRID3
* xyz 2 2
Mg 0.531 -1.502 -2.108
Mg -0.601 2.065 -0.335
N 0.660 1.467 0.787
S 1.567 -0.063 0.786
O 2.955 -0.102 1.161
O 1.056 -0.806 -0.361
F 0.769 -0.760 1.981
S 1.542 2.118 1.853
O 2.617 2.937 1.264
O 1.809 1.403 3.105
F 0.545 3.255 2.278
N -1.209 -1.041 -2.152
S -2.408 -0.515 -0.984
O -3.842 -0.818 -1.087
O -2.006 0.764 -0.413
F -2.004 -1.602 0.148
S -2.348 -1.135 -3.197
O -3.045 0.057 -3.618
O -3.141 -2.370 -3.205
F -1.263 -1.425 -4.368
N -0.171 2.341 -2.026
S 1.150 1.646 -2.874
O 1.773 2.275 -4.037
O 1.120 0.174 -2.824
F 2.194 2.012 -1.669
S -0.843 2.839 -3.403
O -1.051 1.876 -4.476
O -0.565 4.208 -3.804
F -2.325 2.920 -2.761
Cl 0.308 -4.068 2.900
C 0.113 -2.989 4.334
C 1.524 -2.567 4.716
Cl 1.356 -1.720 6.252
H -0.388 -3.392 5.213
H -0.557 -2.177 4.051
H 1.980 -1.899 3.985
H 2.197 -3.407 4.886
*
```

Calculated values
<S²>   0.7550
Orbital gap (spin up / spin down)   0.3104 / 0.1223 Eh
E_HOMO (spin up / spin down)   -16.68 / -16.68 eV

Atom charges from the Mulliken analysis, given in e for atoms 1 to 2: number 1, Mg, carries 1.42; number 2, Mg, carries 1.07

---

Q: Which formula does entry 1 have?
A: C40H42N5O6P2Ta